{
  "formula": "C34H39F3N5OPReS",
  "method": "the ωB97M-V functional and the def2-TZVPD basis",
  "e_homo_ev": [-12.752, -12.752],
  "charge": 2,
  "spin_multiplicity": 4,
  "fmax_ha_per_bohr": 0.01950,
  "e_above_lowest_kcal_mol": 35.7,
  "gap_ev": [6.02, 4.19],
  "elements": ["Re", "F", "C", "F", "F", "C", "C", "C", "C", "N", "C", "S", "H", "H", "H", "C", "C", "C", "C", "P", "C", "C", "C", "C", "C", "C", "C", "C", "C", "C", "H", "H", "H", "H", "H", "H", "H", "H", "H", "H", "H", "H", "H", "H", "H", "H", "H", "H", "H", "H", "H", "H", "H", "N", "C", "C", "C", "C", "C", "C", "N", "C", "O", "N", "C", "C", "C", "C", "N", "C", "C", "C", "H", "H", "H", "H", "H", "H", "H", "H", "H", "H", "H", "H", "H"],
  "positions_angstrom": [[0.1310, 1.0570, -0.3190], [-3.7082, 5.2380, 2.2035], [-3.0784, 4.7217, 1.1484], [-3.8630, 4.8545, 0.0766], [-1.9612, 5.4225, 0.9418], [-2.7589, 3.2571, 1.3873], [-3.4271, 2.5459, 2.3744], [-3.1473, 1.1990, 2.5983], [-2.1849, 0.5911, 1.8351], [-1.5542, 1.2805, 0.8627], [-1.8335, 2.5848, 0.6099], [-0.8891, 3.1818, -0.7563], [-4.1704, 3.0529, 2.9772], [-3.6700, 0.6369, 3.3593], [-1.8989, -0.4481, 1.9356], [-3.0233, -3.4848, 2.4790], [-2.7506, -3.7305, 0.9923], [-3.9186, -3.1679, 0.1675], [-2.6390, -5.2292, 0.7133], [-1.3099, -2.6509, 0.4743], [-0.9036, -3.2184, -1.2214], [-1.2663, -2.3601, -2.2637], [-1.0404, -2.7001, -3.5912], [-0.4322, -3.9075, -3.9016], [-0.0628, -4.7763, -2.8828], [-0.3047, -4.4373, -1.5580], [0.2222, -3.0423, 1.5173], [0.2438, -2.0200, 2.6696], [1.4705, -2.9021, 0.6570], [0.3379, -4.4348, 2.1567], [-3.9704, -3.9565, 2.7519], [-3.1135, -2.4167, 2.7038], [-2.2535, -3.9098, 3.1275], [-4.8285, -3.7112, 0.4334], [-3.7628, -3.2934, -0.9050], [-4.0892, -2.1068, 0.3716], [-3.5759, -5.7107, 1.0063], [-1.8429, -5.7107, 1.2768], [-2.4938, -5.4300, -0.3486], [-1.7458, -1.4167, -2.0257], [-1.3484, -2.0290, -4.3832], [-0.2580, -4.1787, -4.9354], [0.3944, -5.7283, -3.1219], [-0.0445, -5.1480, -0.7879], [0.3264, -0.9924, 2.3135], [1.0870, -2.2217, 3.3360], [-0.6661, -2.0872, 3.2663], [2.3558, -2.7802, 1.2866], [2.0055, -1.9052, -1.1607], [1.6194, -3.7866, 0.0443], [-0.4442, -4.5868, 2.8989], [1.2958, -4.5254, 2.6821], [0.2843, -5.2436, 1.4337], [1.4538, -1.7625, -0.3114], [0.8156, -0.6877, -0.2145], [-0.8280, 5.7012, -5.1228], [0.5606, 5.7247, -4.5317], [0.7739, 5.6548, -3.1656], [2.0550, 5.6811, -2.6187], [3.1609, 5.7636, -3.4479], [4.4972, 5.7916, -2.9578], [4.9717, 5.4209, -1.7332], [5.9497, 5.8967, -1.2141], [4.2030, 4.4416, -1.0784], [3.5372, 3.3867, -1.6607], [3.7873, 2.9286, -2.9569], [3.0505, 1.8720, -3.4588], [2.0841, 1.2752, -2.6777], [1.8430, 1.7109, -1.4276], [2.5522, 2.7426, -0.9311], [2.9629, 5.8511, -4.8190], [1.6809, 5.8352, -5.3461], [-1.5938, 5.7838, -4.3528], [-1.0015, 4.7745, -5.6734], [-0.9673, 6.5181, -5.8305], [-0.0838, 5.6185, -2.5012], [2.1838, 5.6903, -1.5423], [5.1761, 6.3282, -3.4739], [4.3899, 4.4103, -0.0873], [4.5652, 3.3857, -3.5539], [3.2301, 1.5008, -4.4579], [1.4735, 0.4606, -3.0437], [2.3114, 3.0731, 0.0722], [3.8229, 5.9423, -5.4746], [1.5469, 5.9177, -6.4190]],
  "forces_ev_per_a": [[0.5618, 0.4725, -0.6831], [-0.0107, 0.0271, -0.0749], [-0.0313, -0.2507, 0.1135], [-0.0039, 0.0732, -0.0698], [0.0646, 0.1178, -0.0159], [-0.2251, 0.1073, 0.1488], [0.0298, -0.0115, 0.0507], [-0.0986, 0.0834, 0.0557], [0.1737, 0.1190, -0.2263], [-0.2710, 0.0395, 0.2699], [-0.2079, -0.1745, 0.0475], [-0.0040, -0.0783, 0.1818], [0.0201, -0.0059, -0.0149], [0.0060, 0.0450, -0.0073], [-0.0343, 0.1098, -0.0102], [-0.0363, 0.0151, 0.0979], [-0.0325, 0.1128, 0.0361], [-0.1240, 0.0136, 0.0851], [0.0616, -0.0002, -0.0616], [0.1205, -0.2570, -0.2058], [-0.0962, -0.1303, -0.1453], [0.0630, -0.0381, 0.0281], [-0.0029, 0.0529, 0.0212], [0.0279, -0.0384, -0.0318], [-0.0221, 0.0344, -0.0062], [-0.0789, 0.0716, 0.0122], [-0.0946, -0.0841, 0.1973], [0.0640, 0.0211, -0.0344], [0.2009, -0.0686, 0.0889], [-0.0022, -0.0525, -0.0014], [0.0172, 0.0290, -0.0096], [-0.0232, -0.0429, -0.0024], [-0.1438, 0.0705, -0.0795], [0.0071, 0.0273, -0.0190], [0.0303, -0.0151, -0.0028], [0.0126, -0.0453, -0.0064], [0.0113, 0.0506, 0.0059], [0.0135, 0.0024, 0.0039], [0.0047, 0.0032, 0.0260], [-0.0610, 0.0433, -0.0100], [-0.0053, -0.0072, 0.0199], [-0.0058, 0.0075, 0.0398], [-0.0066, 0.0273, 0.0228], [0.0217, -0.0764, 0.1009], [0.0444, 0.0101, 0.0146], [-0.0281, 0.0221, -0.0333], [-0.0095, -0.0574, 0.0177], [0.0110, 0.0861, -0.0160], [-0.1103, -0.0587, 0.0267], [-0.0066, 0.0072, -0.0595], [0.0993, -0.0323, -0.0743], [-0.0587, 0.0600, -0.0537], [-0.0006, -0.0522, -0.0836], [0.5793, -0.5250, -0.0856], [-0.2361, 0.1388, 0.4147], [0.1392, -0.0351, 0.0054], [-0.2285, -0.0163, -0.1580], [0.1001, -0.0190, 0.3338], [-0.3580, 0.2273, 0.1885], [0.2144, 0.0861, 0.0191], [-0.0538, -0.0093, -0.2529], [-0.0278, 0.2875, 0.0717], [-0.1230, -0.2433, -0.0399], [0.2154, -0.1183, 0.2549], [0.1734, -0.0580, 0.1052], [0.0402, -0.2083, -0.1268], [0.0916, 0.0717, -0.0221], [-0.1068, 0.0777, 0.1411], [-0.1221, 0.0410, -0.0073], [-0.1554, -0.2755, -0.0429], [0.0264, -0.0872, -0.2238], [0.1816, 0.0186, -0.1907], [0.0242, 0.0151, 0.0151], [0.0059, -0.0136, 0.0156], [0.0089, 0.0298, 0.0316], [0.0661, 0.0212, 0.0142], [-0.1117, 0.0310, -0.1224], [-0.0664, 0.2205, -0.0708], [0.0107, -0.0555, 0.0119], [-0.0666, -0.0057, 0.0273], [0.0007, 0.0182, 0.0069], [0.0026, -0.0226, 0.0162], [-0.0461, 0.0232, -0.0158], [-0.0674, -0.0063, -0.0161], [0.0581, 0.0063, 0.0278]]
}

=====

{
  "formula": "C3H15N2O3",
  "method": "the ωB97M-V functional and the def2-TZVPD basis",
  "e_homo_ev": -12.448,
  "charge": 1,
  "fmax_ha_per_bohr": 0.12485,
  "e_above_lowest_kcal_mol": 61.0,
  "gap_ev": 9.55,
  "elements": ["C", "C", "C", "N", "N", "H", "H", "H", "H", "H", "H", "H", "H", "H", "H", "H", "O", "H", "H", "O", "H", "H", "O"],
  "positions_angstrom": [[3.1132, 1.2240, -0.4733], [2.0008, 0.3936, 0.1515], [0.8286, 0.2915, -0.4960], [-0.1623, -0.7996, -0.1115], [2.3617, -0.3973, 1.2925], [3.9554, 1.4097, 0.0929], [2.8185, 2.2593, -0.8022], [3.5183, 0.7192, -1.3476], [0.5156, 1.0819, -1.2483], [-1.1624, -0.3972, -0.0521], [0.2034, -1.2333, 0.7223], [-0.1423, -1.3577, -0.8476], [3.3075, -0.3818, 1.4464], [1.7384, -0.5470, 2.1244], [-3.2393, -1.1523, -0.6085], [-2.6875, -1.4268, -2.0094], [-2.4434, -1.3178, -1.0658], [-3.2307, 1.9411, -1.3179], [-4.2350, 1.7318, -2.2053], [-3.5911, 1.0914, -1.7043], [-0.0066, -0.9656, 2.9882], [-0.9733, 0.2511, 2.7504], [-0.3945, -0.3997, 2.3894]],
  "forces_ev_per_a": [[-1.6264, 0.7659, -1.5567], [0.4604, -0.7526, 0.9516], [-0.5162, 0.9785, 0.1344], [0.2188, 5.9415, 2.4222], [-3.3844, 0.4743, -1.1529], [1.5390, 0.0828, 1.9597], [-0.2525, -1.1430, 0.2237], [-0.3059, -0.1276, -0.2239], [0.2584, -1.6528, 0.9034], [1.9283, -1.2836, 0.1492], [-0.5153, -0.1671, 0.2208], [-0.3585, -3.6838, -4.0044], [2.4026, -0.0559, 0.8719], [1.1067, 0.7161, -1.7253], [-1.6812, 0.3231, 0.5851], [0.0561, 0.2826, 0.8759], [1.0558, -0.8293, -1.5976], [0.5985, -1.6955, 0.3748], [0.7561, -2.6489, 0.4594], [-1.4644, 4.5163, -0.8729], [0.5860, -1.5631, 2.8038], [-0.3794, 0.3924, 1.0267], [-0.4825, 1.1297, -2.8290]]
}

=====

{
  "formula": "C3H13NO3",
  "method": "the ωB97M-V functional and the def2-TZVPD basis",
  "e_homo_ev": -8.116,
  "charge": 0,
  "fmax_ha_per_bohr": 0.07035,
  "e_above_lowest_kcal_mol": 62.5,
  "smiles": "C=CNC.O.O.O",
  "gap_ev": 8.77,
  "elements": ["C", "C", "N", "C", "H", "H", "H", "H", "H", "H", "H", "O", "H", "H", "O", "H", "H", "O", "H", "H"],
  "positions_angstrom": [[0.5810, 2.0810, -0.2805], [1.4727, 1.0735, -0.6804], [1.3717, -0.3468, -0.3530], [2.6108, -1.0588, -0.5124], [0.0725, 2.0314, 0.6567], [0.1496, 2.7716, -0.9651], [2.4242, 1.3106, -1.1109], [0.8544, -0.5524, 0.4898], [2.9962, -1.0708, -1.5652], [2.4098, -2.1219, -0.4159], [3.2976, -0.6509, 0.2279], [-1.3391, -0.5962, -2.0742], [-0.9302, -0.9432, -2.9094], [-0.5830, -0.2332, -1.5191], [-1.3651, 1.0289, 2.5840], [-2.3685, 1.1548, 2.7876], [-1.5018, 0.7796, 1.6923], [-2.2235, -1.5801, 1.0870], [-1.9134, -1.3889, 0.2062], [-3.0752, -2.0543, 0.9617]],
  "forces_ev_per_a": [[1.4719, -2.6847, -0.5301], [-2.2198, -0.1089, 1.9980], [-0.0026, 3.0483, -0.7554], [0.1608, -0.7737, -0.4888], [-0.8634, -0.7873, 0.3115], [0.9457, 1.2807, -0.3648], [-0.1093, -0.0342, -1.5963], [-0.0597, -0.0442, 0.1568], [-0.2439, 0.8950, 0.8745], [0.1254, -0.1457, 0.7688], [0.7322, -0.6201, -0.2872], [1.4439, 0.0842, 0.0036], [-0.4170, 0.5538, 1.3688], [-0.9575, -0.6594, -1.2583], [-3.0595, 0.9452, 1.6831], [2.7088, -0.2251, 0.1240], [0.3484, -0.7403, -1.7292], [-0.9762, -0.4826, 0.4606], [0.0466, -0.0162, -0.7910], [0.9254, 0.5153, 0.0515]]
}

=====

{
  "formula": "C28H64IN7O7P2",
  "method": "the ωB97M-V functional and the def2-TZVPD basis",
  "e_homo_ev": -8.059,
  "charge": 0,
  "fmax_ha_per_bohr": 0.13311,
  "gap_ev": 7.46,
  "elements": ["C", "O", "C", "C", "C", "C", "O", "C", "C", "C", "C", "C", "C", "O", "C", "O", "O", "C", "I", "C", "C", "C", "N", "H", "H", "H", "H", "H", "H", "H", "H", "H", "H", "H", "H", "H", "H", "H", "H", "H", "H", "H", "H", "H", "H", "H", "H", "H", "H", "H", "H", "O", "P", "N", "C", "C", "N", "C", "C", "N", "C", "C", "H", "H", "H", "H", "H", "H", "H", "H", "H", "H", "H", "H", "H", "H", "H", "H", "H", "H", "O", "P", "N", "C", "C", "N", "C", "C", "N", "C", "C", "H", "H", "H", "H", "H", "H", "H", "H", "H", "H", "H", "H", "H", "H", "H", "H", "H", "H"],
  "positions_angstrom": [[2.2934, -6.1253, 5.2301], [3.4892, -5.9221, 4.4908], [3.3988, -4.8055, 3.6171], [2.6441, -5.2282, 2.2864], [1.6763, -4.0814, 1.8111], [0.1875, -4.2468, 2.2090], [-0.7079, -4.7366, 1.2559], [-0.6676, -6.1877, 1.1599], [-1.8615, -6.8874, 1.8636], [-1.3957, -7.7665, 3.0974], [-2.7206, -7.8201, 0.9450], [-4.1624, -7.8575, 1.5873], [-2.9118, -7.3138, -0.5220], [-0.1628, -4.7343, 3.5013], [-1.4570, -4.1540, 3.7013], [-2.1557, -4.5106, 4.5291], [-1.6832, -3.1091, 2.7879], [-0.3268, -2.7338, 2.4592], [0.4225, -2.0932, 4.4582], [-0.0962, -1.7495, 1.3115], [-0.9422, -0.4479, 1.3615], [-1.2438, 0.3383, 2.6503], [-1.3961, 0.0470, 0.2893], [2.5200, -6.9249, 5.9643], [1.4682, -6.4853, 4.5750], [1.9647, -5.2304, 5.7976], [2.8158, -3.9949, 4.1038], [4.3945, -4.3948, 3.3728], [2.1528, -6.1895, 2.5034], [3.4414, -5.3320, 1.5223], [1.7410, -4.0557, 0.7025], [2.1123, -3.1278, 2.1626], [-0.5074, -6.4730, 0.1060], [0.2520, -6.5007, 1.6998], [-2.5603, -6.1456, 2.3053], [-1.7079, -8.8258, 2.9793], [-1.8338, -7.4111, 4.0494], [-0.2959, -7.7828, 3.2206], [-2.3799, -8.8756, 0.9757], [-4.5554, -6.8152, 1.6161], [-4.1488, -8.2001, 2.6399], [-4.8561, -8.4443, 0.9568], [-2.5666, -6.2787, -0.6918], [-3.9533, -7.4323, -0.8786], [-2.3066, -7.9792, -1.1796], [0.9685, -1.4290, 1.3114], [-0.2540, -2.2212, 0.3182], [-1.7979, 1.2563, 2.3889], [-1.7802, -0.3028, 3.3719], [-0.2637, 0.6767, 3.0526], [-1.1126, -0.5385, -0.5053], [-1.6545, 6.3045, -3.2574], [-2.2137, 5.1373, -2.4447], [-2.8850, 4.2937, -3.7962], [-3.9522, 4.8544, -4.6107], [-1.8647, 3.6825, -4.6396], [-3.3139, 6.0675, -1.5095], [-4.7549, 6.0363, -1.6120], [-2.8863, 7.4280, -1.1965], [-2.6701, 3.7340, -1.4155], [-1.4897, 3.1699, -0.7416], [-3.5556, 2.6468, -1.8005], [-4.3129, 4.1006, -5.3157], [-3.6343, 5.7402, -5.1711], [-4.8221, 5.1067, -4.0078], [-1.3326, 2.9037, -4.0781], [-1.1262, 4.4160, -4.9849], [-2.2983, 3.1972, -5.5152], [-5.1146, 6.6040, -2.4795], [-5.2099, 6.4787, -0.7202], [-5.1524, 5.0228, -1.6613], [-3.0741, 8.1155, -2.0315], [-1.8236, 7.4598, -0.9597], [-3.4147, 7.8058, -0.3155], [-0.8575, 2.6164, -1.4470], [-1.7698, 2.5013, 0.0712], [-0.8860, 3.9741, -0.3054], [-3.0877, 1.9422, -2.4980], [-4.4826, 3.0019, -2.2453], [-3.8411, 2.0875, -0.9038], [3.7359, 1.7875, -2.4031], [3.3522, 3.1776, -1.9025], [4.7383, 4.0034, -2.5157], [6.0852, 3.7125, -2.0484], [4.7170, 4.1364, -3.9685], [3.3768, 2.7854, -0.2285], [4.3319, 3.2675, 0.7430], [3.0029, 1.4149, 0.1073], [2.6602, 4.7639, -1.4229], [1.3508, 4.9790, -2.0574], [3.3774, 6.0278, -1.3786], [6.7854, 4.4411, -2.4652], [6.4180, 2.7052, -2.3210], [6.1679, 3.8361, -0.9702], [3.8748, 4.7697, -4.2739], [4.6091, 3.1658, -4.4664], [5.6221, 4.6144, -4.3457], [5.2898, 2.7368, 0.6721], [3.9506, 3.1197, 1.7584], [4.5130, 4.3390, 0.6604], [3.8419, 0.7193, -0.0283], [2.1720, 1.0736, -0.5096], [2.6680, 1.3503, 1.1483], [1.4535, 5.2019, -3.1250], [0.8053, 5.7963, -1.5802], [0.7346, 4.0784, -1.9594], [3.5648, 6.4472, -2.3738], [4.3287, 5.9491, -0.8573], [2.7812, 6.7548, -0.8173]],
  "forces_ev_per_a": [[-0.0518, -0.7477, 0.2595], [0.2362, 0.6817, 0.1693], [-1.2146, -0.2016, -0.5370], [0.8649, 1.2307, 0.5630], [0.7386, -2.1338, -0.1969], [0.3897, 3.7357, 0.1412], [0.9083, -0.8182, -0.2782], [0.9172, -0.3844, 0.7898], [0.0300, -1.1174, 0.4327], [-0.0041, -0.0384, 0.0456], [-1.8754, 0.7282, 0.2098], [0.3542, 0.5925, -0.0708], [0.7158, -0.9711, -0.2874], [-1.3123, -0.3459, -1.1341], [2.6792, 0.6982, -2.8543], [-2.6045, -1.0278, 2.4433], [0.8879, 0.0437, 1.1543], [-0.4466, -1.3820, -0.4087], [0.7098, 0.8621, -0.5193], [-0.3780, 0.8327, 0.5536], [-0.3567, 0.1163, 0.2809], [0.8736, -0.2976, -0.5613], [0.1702, -0.2555, -0.4889], [-0.1502, 0.4321, -0.4415], [0.3426, 0.3539, 0.4131], [0.1938, -0.2483, -0.4613], [0.3236, -0.3421, -0.0948], [-0.2818, -0.5048, 0.3119], [0.1643, 0.4069, -0.4081], [-0.6754, -0.3985, 0.2823], [-0.4882, 0.0769, 0.6151], [-0.5313, -0.4257, 0.0313], [-0.4330, 0.2754, 0.3978], [-0.5103, 0.0145, -0.4942], [0.5401, -0.0474, -0.6802], [0.1242, 0.6279, 0.0094], [0.2812, -0.0748, -0.4849], [-0.4997, 0.1195, -0.0642], [0.2866, 0.7296, -0.2496], [0.1909, -0.5921, -0.1041], [-0.0552, -0.1139, -0.5879], [0.3468, 0.0529, 0.5333], [-0.3314, -0.3999, 0.1910], [0.4979, 0.2320, 0.3437], [-0.2682, 0.6296, 0.1752], [-0.5429, -0.3135, 0.2779], [-0.1644, -0.0350, 0.7312], [0.0120, -0.6771, 0.0445], [0.3019, 0.5224, -0.1852], [-0.6496, -0.3685, 0.1676], [-0.2273, 0.1864, 0.0323], [2.9782, -1.0501, 1.5827], [-6.3078, 1.2164, -2.3621], [-0.7776, -0.7234, -0.6595], [0.0168, 0.3878, 0.1206], [0.4060, -0.0592, 0.4647], [0.4997, 0.9759, 0.6449], [-0.2360, -0.6279, 0.3675], [0.1584, 0.1926, -0.3553], [2.7556, -0.5192, 0.7724], [-0.1568, 0.3553, 0.5728], [-0.0375, -0.2333, -0.7517], [0.2335, -0.0434, -0.0308], [-0.1016, 0.0585, -0.0913], [0.1148, 0.1475, 0.1010], [0.0863, 0.0400, 0.0220], [-0.0027, -0.0195, -0.1033], [-0.1893, 0.0454, 0.1239], [-0.0050, 0.0172, -0.0137], [0.1396, 0.0565, -0.0025], [0.1355, -0.0651, -0.1530], [0.0813, 0.0813, 0.0455], [-0.0364, 0.0161, -0.1428], [-0.1330, -0.2315, -0.0603], [0.0253, -0.1946, 0.1588], [-0.0767, -0.0783, -0.1650], [-0.0171, 0.0588, -0.0949], [-0.0835, -0.0749, 0.0017], [0.1714, 0.1529, -0.1079], [0.3369, 0.1566, 0.1741], [-3.0978, 0.4009, -1.5423], [5.6528, 0.4995, 3.5293], [0.8419, 0.8135, -0.0095], [-0.0616, -0.3598, 0.2125], [-0.6244, -0.0137, -0.0705], [-0.6553, -1.0025, 0.4090], [-0.2013, 0.6878, 0.1758], [0.1885, -0.2726, -0.2726], [-2.2757, -0.3517, -1.6820], [-0.2067, -0.0662, 0.3065], [0.6080, 0.1035, -0.5518], [-0.1266, -0.0397, -0.2019], [0.1371, -0.0333, 0.0341], [-0.1333, -0.1619, 0.0225], [-0.0586, -0.0679, -0.0331], [0.0799, 0.0090, -0.0605], [0.0249, 0.0346, 0.2392], [0.0209, -0.0093, 0.0073], [-0.0764, -0.0949, -0.0804], [0.0319, -0.0027, -0.2140], [-0.0710, -0.1057, 0.0017], [0.1293, -0.0131, -0.0592], [0.1098, 0.2602, 0.0006], [-0.1901, 0.1766, 0.0202], [0.0930, 0.0465, -0.0460], [0.1106, -0.0444, -0.0537], [0.0488, 0.0936, 0.0358], [-0.0070, -0.2025, -0.1280], [-0.2985, -0.2404, -0.0552]]
}